No. 1
C17H24N6O3 | the ωB97M-V functional and the def2-TZVPD basis

Atoms and positions in Å:
C1 -3.42091 -1.05390 -1.87132
N1 -1.89975 -3.04756 -1.65170
H1 -6.00010 2.22491 1.02592
C2 1.05146 -0.10010 1.14074
H2 -4.00134 -1.62043 -2.61480
H3 1.35871 -0.12866 2.12902
C3 0.67596 -2.59731 1.46137
C4 -4.12090 2.58892 0.76838
N2 2.74994 2.60232 -0.78288
H4 -5.27832 0.78273 -1.00566
H5 -2.78574 0.92324 0.27652
H6 6.45086 -0.94383 0.29377
H7 5.38392 2.75002 -1.72576
O1 1.59399 -2.82391 2.44364
N3 -3.80225 1.20900 0.35424
H8 4.09743 -1.20608 1.01106
C5 3.49782 0.68983 0.16366
H9 -1.66126 -1.47959 -2.89990
C6 1.02444 -1.52134 0.48565
H10 -2.46720 3.72670 0.14414
C7 -1.96654 -1.56349 -1.92068
H11 -2.14846 -3.67016 -2.41771
H12 1.97782 -1.80117 0.04087
C8 6.05095 0.97878 -0.72471
C9 5.74374 -0.15517 0.01800
H13 -3.20095 -1.13792 0.30604
C10 1.66729 1.95327 -0.21181
H14 -0.11571 -2.69988 -0.85870
C11 5.14080 1.95069 -1.09708
N4 -5.36285 2.96258 1.18315
H15 2.35601 -2.22911 2.58525
H16 7.07070 1.00223 -1.08392
H17 2.68154 3.45461 -1.34545
O2 -0.29639 -3.31410 1.25417
N5 -3.01311 3.42236 1.04884
H18 0.08014 0.25879 1.23585
C12 3.82743 1.76300 -0.68951
H19 -3.45753 0.04972 -2.22403
H20 -3.35288 4.27964 1.49034
H21 -4.85723 -1.85836 -0.37815
C13 -1.06374 -0.95518 -0.91468
H22 0.69402 2.43878 -0.21371
N6 -0.00642 -1.61431 -0.48086
O3 -1.35270 0.06148 -0.32201
C14 4.45678 -0.26984 0.50030
C15 1.97323 0.79320 0.40601
H23 -2.22982 -3.36150 -0.76764
C16 -4.02332 -1.05541 -0.44273
C17 -4.75518 0.24265 -0.14762
H24 -5.36842 -0.01476 0.75078

Values from the calculation:
HOMO (eV): -7.992
E_LUMO (eV): 0.42
Multiplicity: 1
Kohn-Sham gap (eV): 8.41
SMILES string: [H]/N=C(/N)NCCC[C@H](N)C(=O)N[C@@H](Cc1c[nH]c2ccccc12)C(=O)O

Table of natural (NBO) atomic charges, one value per atom, all in e:
1 C -0.401
2 N -0.873
3 H 0.329
4 C -0.427
5 H 0.216
6 H 0.209
7 C 0.794
8 C 0.580
9 N -0.545
10 H 0.198
11 H 0.442
12 H 0.220
13 H 0.213
14 O -0.693
15 N -0.692
16 H 0.188
17 C -0.016
18 H 0.220
19 C -0.147
20 H 0.375
21 C -0.127
22 H 0.382
23 H 0.231
24 C -0.205
25 C -0.245
26 H 0.231
27 C 0.002
28 H 0.449
29 C -0.241
30 N -0.789
31 H 0.506
32 H 0.211
33 H 0.417
34 O -0.572
35 N -0.841
36 H 0.272
37 C 0.127
38 H 0.213
39 H 0.393
40 H 0.216
41 C 0.682
42 H 0.217
43 N -0.609
44 O -0.693
45 C -0.224
46 C -0.120
47 H 0.386
48 C -0.429
49 C -0.219
50 H 0.189

---

No. 2
H12O6 | the ωB97M-V functional and the def2-TZVPD basis

Atoms and positions in Å:
H1 -12.27070 27.70142 -13.84929
O1 -12.56372 26.76062 -13.93214
H2 -12.99229 26.34385 -9.99112
H3 -12.71664 26.57471 -14.89010
O2 -9.01466 28.51902 -14.90336
H4 -9.40669 29.17777 -10.93892
O3 -13.57436 29.01304 -11.65077
H5 -8.57029 27.66546 -14.78169
H6 -10.44724 28.93071 -13.93487
H7 -12.70942 27.50289 -10.98804
H8 -14.46657 28.65928 -11.77934
H9 -10.70927 28.19933 -11.00323
H10 -11.10108 29.22840 -12.52607
O4 -11.23931 29.11133 -13.46442
H11 -8.42549 29.16114 -14.48981
O5 -10.35145 29.07824 -10.75317
O6 -12.44075 26.63389 -10.70174
H12 -13.46679 29.52893 -12.42947

Values from the calculation:
HOMO (eV): -10.331
E_LUMO (eV): 0.21
Multiplicity: 1
Kohn-Sham gap (eV): 10.54
SMILES string: O.O.O.O.O.O

Table of natural (NBO) atomic charges, one value per atom, all in e:
1 H 0.495
2 O -0.983
3 H 0.469
4 H 0.459
5 O -0.940
6 H 0.478
7 O -0.949
8 H 0.487
9 H 0.496
10 H 0.490
11 H 0.480
12 H 0.502
13 H 0.493
14 O -1.004
15 H 0.477
16 O -0.964
17 O -0.971
18 H 0.486

---

No. 3
C7H15NOS3 | the ωB97M-V functional and the def2-TZVPD basis

Atoms and positions in Å:
C1 -0.93869 0.18453 1.10179
H1 3.41863 2.70784 -0.48527
H2 -3.07402 1.29357 0.10307
S1 1.53598 -1.66439 -0.01527
H3 -3.50544 0.09102 -0.99884
C2 -1.07891 -1.87454 -1.78395
H4 1.80504 1.05960 -2.02410
H5 -3.19132 2.26371 -1.68262
S2 -0.90207 1.67943 1.70811
H6 2.82234 -0.00454 0.76739
H7 1.30692 1.63103 -0.18568
O1 3.27981 1.93944 -1.16972
H8 -2.06224 -1.74255 -2.55808
H9 -1.35745 2.25415 -1.47014
H10 -0.62789 -2.99316 -1.87163
C3 -2.20323 1.56762 -1.79501
C4 -2.69694 0.68702 -0.59859
H11 -1.87625 1.06878 -2.70765
S3 0.43030 -0.99260 1.69573
H12 3.49183 -0.35487 -0.86943
H13 -2.89261 -1.92495 -0.73281
H14 -0.16980 -1.02868 -2.22599
C5 2.63514 -0.17982 -0.27602
H15 -1.34179 -2.26598 0.42711
N1 -1.75664 -0.25547 0.04010
C6 -1.73503 -1.61722 -0.44510
C7 2.06512 1.20887 -0.97404

Values from the calculation:
HOMO (eV): -8.416
E_LUMO (eV): -0.17
Multiplicity: 1
Kohn-Sham gap (eV): 8.24
SMILES string: CCN(CC)C(=S)SSCCO

Table of natural (NBO) atomic charges, one value per atom, all in e:
1 C -0.057
2 H 0.482
3 H 0.213
4 S 0.082
5 H 0.195
6 C -0.649
7 H 0.189
8 H 0.224
9 S -0.074
10 H 0.221
11 H 0.202
12 O -0.743
13 H 0.199
14 H 0.219
15 H 0.246
16 C -0.627
17 C -0.206
18 H 0.224
19 S 0.084
20 H 0.232
21 H 0.199
22 H 0.229
23 C -0.535
24 H 0.237
25 N -0.450
26 C -0.250
27 C -0.086

---

No. 4
H37O19 | the ωB97M-V functional and the def2-TZVPD basis

Atoms and positions in Å:
H1 -3.42947 0.14676 1.41613
H2 1.06896 -4.97069 0.42184
H3 0.89947 -0.31174 -2.45271
O1 2.55245 3.30721 -0.63734
H4 -3.06079 -2.49746 2.99874
O2 -4.40133 -1.56948 -0.44217
H5 3.33353 1.85525 -2.00450
H6 -1.71442 -0.27923 3.10181
H7 2.49870 -2.67186 -3.20780
H8 3.47441 -1.12889 1.23652
O3 2.72196 2.06156 2.56006
O4 -2.51530 -3.20514 2.57497
H9 0.72630 1.38496 -2.22193
H10 2.14600 1.68926 0.44055
H11 0.57353 -1.25936 1.62497
O5 -3.38565 1.16260 1.23123
O6 0.16712 -4.78015 0.19523
O7 1.98498 0.84493 -0.10799
H12 -0.28029 3.76733 -0.68021
H13 -0.09314 -4.18691 0.92941
H14 0.22944 3.92352 1.08939
H15 -1.50119 -0.49524 -1.13475
O8 3.68587 -1.84819 1.77065
H16 -0.30089 2.00593 0.91763
H17 1.58002 3.55406 -0.90290
H18 2.48866 0.82884 -2.67584
O9 -0.15513 2.50175 -1.47540
H19 -3.07349 0.28991 3.09197
O10 -2.02425 -2.95174 -1.16013
H20 2.85587 -2.25796 -1.62244
O11 -2.60691 -0.62813 3.25623
H21 1.12041 -1.50859 0.12523
O12 3.34485 0.92952 -2.44512
H22 3.18144 4.09502 -0.54971
H23 0.91025 0.89950 -0.08876
H24 -4.53820 -0.87005 -1.15399
H25 -3.16010 1.27289 0.29872
H26 -1.83330 -3.78438 -0.90003
H27 -0.87636 1.59260 2.15711
H28 2.84409 1.19369 2.38089
O13 -0.62059 -0.84218 -0.94479
O14 0.90544 -1.87745 0.88855
H29 -3.77806 -2.31586 -0.77238
O15 -2.64501 1.72240 -1.93576
O16 -0.14727 1.99011 1.90069
H30 -0.09045 3.16274 -2.13126
H31 3.95929 -2.72784 1.48043
H32 -1.73644 1.49580 -1.85222
O17 2.21875 -2.73756 -2.20354
H33 -1.18170 -2.52618 -0.89062
H34 1.78351 2.24608 2.34161
H35 -2.98109 2.54578 -1.72700
O18 0.72262 0.47009 -2.82843
H36 -1.67817 -2.85662 2.20014
H37 -0.23394 -0.30098 -1.68660
O19 0.06501 4.44976 0.20560

Values from the calculation:
HOMO (alpha / beta) (eV): -10.681 / -10.678
E_LUMO (alpha / beta) (eV): -1.09 / -6.51
Multiplicity: 2
<S²>: 0.77
Kohn-Sham gap (alpha / beta) (eV): 9.59 / 4.16

Table of natural (NBO) atomic charges, one value per atom, all in e:
1 H 0.512
2 H 0.471
3 H 0.479
4 O -0.990
5 H 0.501
6 O -1.006
7 H 0.479
8 H 0.460
9 H 0.491
10 H 0.492
11 O -0.934
12 O -0.966
13 H 0.511
14 H 0.498
15 H 0.475
16 O -1.008
17 O -0.944
18 O -0.962
19 H 0.462
20 H 0.474
21 H 0.521
22 H 0.479
23 O -0.987
24 H 0.467
25 H 0.484
26 H 0.454
27 O -0.715
28 H 0.487
29 O -0.973
30 H 0.485
31 O -0.940
32 H 0.473
33 O -0.951
34 H 0.507
35 H 0.440
36 H 0.469
37 H 0.488
38 H 0.475
39 H 0.477
40 H 0.465
41 O -0.966
42 O -0.946
43 H 0.522
44 O -0.962
45 O -0.932
46 H 0.472
47 H 0.497
48 H 0.489
49 O -0.973
50 H 0.502
51 H 0.472
52 H 0.488
53 O -0.950
54 H 0.462
55 H 0.457
56 O -0.731

---

Short version: relative energy (zero: lowest compared OMol25 entry of this formula, charge and spin) = 347.51; 122.31; 310.04; 472.28 kJ/mol, in the order given.